Below is the molecule C3H5FN2S, with properties calculated with wB97M-V/def2-TZVPD.

Structure (XYZ):
```
12
Properties=species:S:1:pos:R:3:forces:R:3
C -1.388239 0.195790 -0.074260 -0.2 0.7 0.2
C 0.796228 -1.031661 0.103482 -0.3 -0.2 -0.1
C 1.821432 -0.218390 -0.065121 0.6 -0.1 0.3
H 0.140609 1.563636 0.183050 -0.3 0.0 0.1
H -1.487889 2.152208 0.374363 0.4 -0.5 0.0
H -1.046967 -1.718436 -0.481677 0.1 0.4 0.1
H 1.032029 -1.997238 0.554254 -0.1 0.3 -0.1
H 2.828620 -0.462847 0.287714 -0.5 0.2 -0.2
N -0.837586 1.366922 0.345440 -0.5 -0.1 -0.2
N -0.548261 -0.855910 -0.275924 0.3 -0.8 0.0
F 1.723711 0.996483 -0.652553 0.1 -0.1 0.0
S -3.033688 0.009444 -0.298770 0.3 0.0 0.0
```
Positions in Å, forces in eV/Å.

As for the energy above the lowest of the compared OMol25 structures with the same formula, charge and spin: 0.0 kcal per mole. The LUMO energy is 0.656 eV. Its molar mass is 120.152 g mol⁻¹. Its HOMO-LUMO gap is 8.9588 eV. As for the total charge: 0. As for the SMILES: NC(=S)N/C=C\F.